# C50H50CsF6NO4P2S3SbSi

C50H50CsF6NO4P2S3SbSi as an isolated structure (wB97M-V/def2-TZVPD, the OMol25 dataset).

Computed properties:
multiplicity = 1
F_max = 2.9 eV Å⁻¹
total charge = -1
LUMO energy = 1.94 eV
HOMO = -4.34 eV

Positions of all 119 atoms, in Å:
1 Cs 0.93 1.07 -0.28
2 F 0.88 3.78 4.77
3 C 1.05 2.54 4.32
4 F 2.34 2.24 4.40
5 F 0.37 1.70 5.11
6 S 0.39 2.34 2.62
7 O 0.59 0.94 2.30
8 O -0.97 2.82 2.69
9 N 1.40 3.25 1.82
10 S 0.90 4.28 0.70
11 O 0.24 5.46 1.17
12 O 0.32 3.54 -0.42
13 C 2.54 4.84 0.05
14 F 2.44 6.12 -0.31
15 F 2.85 4.11 -1.02
16 F 3.52 4.74 0.94
17 C -3.35 0.79 -0.69
18 C -2.38 1.81 -0.10
19 P -2.78 3.58 -0.45
20 C -4.60 3.47 -0.32
21 C -5.11 3.63 0.97
22 C -6.47 3.47 1.23
23 C -7.34 3.18 0.19
24 C -6.85 3.05 -1.10
25 C -5.50 3.19 -1.35
26 C -2.54 3.64 -2.27
27 C -3.09 4.71 -2.98
28 C -2.90 4.86 -4.34
29 C -2.13 3.95 -5.04
30 C -1.56 2.88 -4.36
31 C -1.76 2.73 -2.99
32 P -2.72 -0.94 -0.51
33 C -4.24 -1.93 -0.75
34 C -4.29 -3.01 -1.63
35 C -5.42 -3.82 -1.71
36 C -6.52 -3.56 -0.91
37 C -6.48 -2.49 -0.03
38 C -5.35 -1.69 0.05
39 C -1.87 -1.14 -2.11
40 C -2.44 -0.76 -3.33
41 C -1.74 -0.90 -4.52
42 C -0.45 -1.43 -4.50
43 C 0.13 -1.81 -3.31
44 C -0.59 -1.68 -2.12
45 H -3.58 1.00 -1.74
46 H -4.31 0.85 -0.16
47 H -1.35 1.56 -0.38
48 H -2.37 1.71 0.99
49 H -4.45 3.87 1.79
50 H -6.84 3.58 2.24
51 H -8.40 3.06 0.38
52 H -7.53 2.83 -1.92
53 H -5.12 3.07 -2.36
54 H -3.69 5.44 -2.45
55 H -3.35 5.71 -4.85
56 H -1.97 4.06 -6.11
57 H -0.95 2.16 -4.88
58 H -1.27 1.88 -2.54
59 H -3.44 -3.23 -2.27
60 H -5.43 -4.65 -2.40
61 H -7.40 -4.18 -0.97
62 H -7.33 -2.28 0.61
63 H -5.34 -0.87 0.77
64 H -3.44 -0.34 -3.35
65 H -2.20 -0.60 -5.45
66 H 0.11 -1.53 -5.42
67 H 1.15 -2.18 -3.28
68 H -0.12 -1.97 -1.18
69 C 6.50 2.09 -1.86
70 Si 5.69 0.83 -0.74
71 C 5.87 1.39 1.03
72 C 6.55 -0.80 -0.96
73 C 3.85 0.77 -1.12
74 H 7.58 2.17 -1.67
75 H 6.07 3.08 -1.72
76 H 6.36 1.81 -2.90
77 H 6.92 1.37 1.36
78 H 5.31 0.73 1.69
79 H 5.49 2.40 1.16
80 H 7.60 -0.70 -0.69
81 H 6.47 -1.15 -1.99
82 H 6.08 -1.56 -0.33
83 H 3.60 1.47 -1.93
84 H 3.37 1.16 -0.21
85 S 3.18 -0.88 -1.52
86 Sb 1.63 -1.93 1.16
87 C 2.15 -3.88 0.43
88 C 2.12 -4.99 1.28
89 C 2.45 -6.25 0.80
90 C 2.80 -6.43 -0.53
91 C 2.82 -5.34 -1.38
92 C 2.50 -4.07 -0.90
93 C 0.35 -2.73 2.75
94 C -0.82 -3.37 2.33
95 C -1.78 -3.81 3.24
96 C -1.59 -3.60 4.60
97 C -0.44 -2.96 5.04
98 C 0.51 -2.53 4.12
99 C 3.37 -1.58 2.36
100 C 3.35 -0.66 3.41
101 C 4.50 -0.42 4.17
102 C 5.68 -1.09 3.87
103 C 5.71 -1.98 2.81
104 C 4.56 -2.22 2.06
105 H 1.84 -4.87 2.32
106 H 2.43 -7.10 1.48
107 H 3.05 -7.42 -0.89
108 H 3.09 -5.47 -2.42
109 H 2.56 -3.24 -1.59
110 H -1.00 -3.54 1.27
111 H -2.67 -4.30 2.88
112 H -2.34 -3.94 5.31
113 H -0.28 -2.79 6.09
114 H 1.41 -2.05 4.50
115 H 2.46 -0.11 3.65
116 H 4.46 0.29 4.98
117 H 6.58 -0.89 4.45
118 H 6.63 -2.49 2.56
119 H 4.61 -2.93 1.24

Löwdin population analysis, charges in e, atoms 1 to 99: number 1, Cs, carries 1.29; number 2, F, carries 0.15; number 3, C, carries -0.68; number 4, F, carries 0.14; number 5, F, carries 0.14; number 6, S, carries 0.53; number 7, O, carries -0.55; number 8, O, carries -0.27; number 9, N, carries -0.34; number 10, S, carries 0.57; number 11, O, carries -0.26; number 12, O, carries -0.59; number 13, C, carries -0.67; number 14, F, carries 0.14; number 15, F, carries 0.13; number 16, F, carries 0.15; number 17, C, carries -0.40; number 18, C, carries -0.44; number 19, P, carries 1.10; number 20, C, carries -0.39; number 21, C, carries -0.11; number 22, C, carries -0.09; number 23, C, carries -0.10; number 24, C, carries -0.09; number 25, C, carries -0.10; number 26, C, carries -0.37; number 27, C, carries -0.12; number 28, C, carries -0.09; number 29, C, carries -0.09; number 30, C, carries -0.08; number 31, C, carries -0.09; number 32, P, carries 1.09; number 33, C, carries -0.37; number 34, C, carries -0.09; number 35, C, carries -0.09; number 36, C, carries -0.10; number 37, C, carries -0.09; number 38, C, carries -0.11; number 39, C, carries -0.40; number 40, C, carries -0.11; number 41, C, carries -0.09; number 42, C, carries -0.08; number 43, C, carries -0.08; number 44, C, carries -0.14; number 45, H, carries 0.06; number 46, H, carries 0.06; number 47, H, carries -0.10; number 48, H, carries 0.07; number 49, H, carries 0.10; number 50, H, carries 0.10; number 51, H, carries 0.10; number 52, H, carries 0.10; number 53, H, carries 0.10; number 54, H, carries 0.11; number 55, H, carries 0.10; number 56, H, carries 0.10; number 57, H, carries 0.10; number 58, H, carries 0.08; number 59, H, carries 0.10; number 60, H, carries 0.10; number 61, H, carries 0.10; number 62, H, carries 0.10; number 63, H, carries 0.10; number 64, H, carries 0.11; number 65, H, carries 0.10; number 66, H, carries 0.10; number 67, H, carries 0.07; number 68, H, carries 0.03; number 69, C, carries -0.19; number 70, Si, carries 0.40; number 71, C, carries -0.16; number 72, C, carries -0.20; number 73, C, carries -0.85; number 74, H, carries 0.02; number 75, H, carries 0.02; number 76, H, carries 0.03; number 77, H, carries 0.03; number 78, H, carries 0.01; number 79, H, carries 0.03; number 80, H, carries 0.03; number 81, H, carries 0.03; number 82, H, carries 0.00; number 83, H, carries 0.01; number 84, H, carries -0.10; number 85, S, carries 0.27; number 86, Sb, carries 1.40; number 87, C, carries -0.37; number 88, C, carries -0.12; number 89, C, carries -0.10; number 90, C, carries -0.11; number 91, C, carries -0.09; number 92, C, carries -0.16; number 93, C, carries -0.37; number 94, C, carries -0.16; number 95, C, carries -0.10; number 96, C, carries -0.11; number 97, C, carries -0.10; number 98, C, carries -0.12; number 99, C, carries -0.35